(1)
The following is a DFT calculation (the ωB97M-V functional and the def2-TZVPD basis) of a 2-piece molecular cluster, C2H10N4O overall at a distorted geometry.

```
17
Properties=species:S:1:pos:R:3
C 1.579 1.054 -0.042
C -1.664 1.101 0.758
N 0.642 0.083 0.512
N -0.885 0.277 -0.159
N 0.933 -1.133 0.654
N -1.402 -0.890 -0.452
O 0.662 -2.203 -1.319
H 0.922 -1.846 -2.179
H 1.922 -1.342 0.506
H -0.555 -1.608 -0.930
H -1.988 -1.299 0.278
H 1.859 0.722 -1.046
H 2.470 1.110 0.589
H 1.110 2.033 -0.110
H -2.526 1.487 0.211
H -2.020 0.522 1.620
H -1.059 1.933 1.109
```

## Properties
Highest occupied orbital energy (alpha / beta) ... -8.4252 / -8.4249 eV
LUMO energy (alpha / beta) ... -0.19 / -0.19 eV
Spin multiplicity ... 1
Relative energy (zero: lowest compared OMol25 entry of this formula, charge and spin) ... 6.659 eV

***

(2)
The following is a DFT calculation (the ωB97M-V functional and the def2-TZVPD basis) of C20H20B3BrFN3O10 as an isolated structure at a distorted geometry.

```
58
Properties=species:S:1:pos:R:3
O -1.972 -8.591 3.469
B -2.169 -7.199 3.637
O -1.359 -6.328 2.853
B -1.976 -5.086 2.602
Br -1.208 -3.808 1.269
O -3.179 -4.645 3.219
B -3.883 -5.755 3.788
C -5.462 -5.851 3.548
C -5.897 -6.937 2.510
F -5.522 -6.510 1.222
O -3.110 -6.678 4.558
H -1.661 -8.657 2.554
H -5.803 -4.863 3.158
H -5.940 -6.007 4.553
H -5.472 -7.948 2.694
H -7.015 -6.976 2.529
C 0.380 -1.474 -0.649
C 1.725 -1.559 -0.310
C 2.588 -0.519 -0.626
C 2.088 0.602 -1.278
C 0.747 0.693 -1.627
C -0.108 -0.353 -1.310
N 2.988 1.711 -1.591
O 4.161 1.595 -1.289
O 2.516 2.690 -2.131
H -0.292 -2.287 -0.395
H 2.101 -2.435 0.204
H 3.634 -0.593 -0.358
H 0.358 1.562 -2.139
H -1.157 -0.294 -1.574
C -4.022 4.773 -4.632
C -2.651 4.640 -4.824
C -2.037 3.413 -4.617
C -2.807 2.326 -4.223
C -4.176 2.450 -4.022
C -4.782 3.682 -4.228
N -2.167 1.026 -4.028
O -0.965 0.956 -4.193
O -2.871 0.087 -3.714
H -4.500 5.731 -4.799
H -2.063 5.493 -5.137
H -0.969 3.318 -4.769
H -4.775 1.605 -3.710
H -5.849 3.790 -4.077
C 5.806 2.926 0.632
C 4.923 3.995 0.724
C 5.086 4.948 1.720
C 6.140 4.821 2.617
C 7.024 3.752 2.538
C 6.853 2.802 1.540
N 6.330 5.836 3.653
O 5.529 6.747 3.706
O 7.280 5.713 4.400
H 5.679 2.189 -0.150
H 4.109 4.087 0.015
H 4.394 5.777 1.784
H 7.843 3.650 3.238
H 7.537 1.966 1.466
```

## Properties
Highest occupied orbital energy ... -9.7643 eV
LUMO energy ... -0.77 eV
Spin multiplicity ... 1
Relative energy (zero: lowest compared OMol25 entry of this formula, charge and spin) ... 0.000 eV

***

(3)
The following is a DFT calculation (the ωB97M-V functional and the def2-TZVPD basis) of C10H10BrIrN3O4SSbSe4 as an isolated structure.

```
35
Properties=species:S:1:pos:R:3
Ir -0.314 0.854 -1.341
O -2.305 1.560 -1.016
C -2.710 1.795 0.122
C -1.933 2.113 1.294
C -2.652 2.464 2.433
C -1.999 2.849 3.582
C -0.592 2.866 3.632
C 0.130 2.524 2.530
C -0.497 2.139 1.308
O 0.245 1.917 0.294
N -2.761 3.251 4.735
O -2.155 3.604 5.738
O -3.983 3.242 4.665
H -3.799 1.803 0.270
H -3.733 2.444 2.417
H -0.105 3.146 4.555
H 1.211 2.516 2.545
Br -0.983 0.376 -3.673
S 1.915 0.296 -1.442
C 2.183 -1.109 -2.411
N 2.867 -2.140 -1.971
C 2.993 -3.174 -2.991
C 2.055 -2.659 -4.097
N 1.838 -1.267 -3.696
H 3.031 -2.308 -0.964
H 2.642 -4.123 -2.586
H 4.034 -3.254 -3.320
H 1.112 -3.207 -4.073
H 2.506 -2.712 -5.089
H 1.061 -0.713 -4.044
Se -1.248 -3.696 2.271
Sb 0.281 -3.194 0.477
Se -0.922 -0.866 0.272
Se 2.618 -2.932 1.181
Se -0.034 -4.405 -1.608
```

## Properties
Highest occupied orbital energy ... -1.5880 eV
LUMO energy ... 3.78 eV
Net charge ... -2
Spin multiplicity ... 1
Relative energy (zero: lowest compared OMol25 entry of this formula, charge and spin) ... 0.128 eV

***

(4)
The following is a DFT calculation (the ωB97M-V functional and the def2-TZVPD basis) of a 2-piece molecular cluster, C3H11N2 overall at a distorted geometry.

```
16
Properties=species:S:1:pos:R:3
C -1.854 2.037 -0.696
N -1.642 0.781 -0.717
H -2.838 2.489 -0.572
H -0.983 2.668 -0.523
H -0.408 -0.286 -0.301
H -2.462 0.246 -0.425
C 1.604 0.390 0.173
N 0.600 -0.659 -0.179
C 0.376 -1.880 0.708
H 1.386 0.932 1.104
H 2.515 -0.146 0.455
H 1.772 1.113 -0.608
H 0.914 -1.079 -1.051
H 0.674 -1.803 1.752
H 1.005 -2.725 0.430
H -0.662 -2.076 0.451
```

## Properties
Highest occupied orbital energy ... -14.8350 eV
LUMO energy ... -3.11 eV
Net charge ... +1
Spin multiplicity ... 1
Relative energy (zero: lowest compared OMol25 entry of this formula, charge and spin) ... 1.768 eV

***

(5)
The following is a DFT calculation (the ωB97M-V functional and the def2-TZVPD basis) of C4H11NO3 as an isolated structure at a distorted geometry.

```
19
Properties=species:S:1:pos:R:3
C 0.014 -0.469 0.696
C 0.247 0.718 -0.067
C -1.987 -0.048 0.596
C 2.227 0.399 -0.085
N -0.115 0.756 -1.449
O 0.403 -0.494 1.995
O 0.025 -1.685 0.085
O -2.349 -0.692 -0.627
H -0.837 -1.743 -0.409
H 0.687 -1.402 2.178
H -1.975 -0.123 -1.328
H 0.178 1.647 0.483
H 0.393 0.032 -1.954
H 0.140 1.649 -1.856
H -2.389 0.964 0.664
H -2.356 -0.655 1.422
H 2.474 -0.554 -0.555
H 2.647 0.475 0.917
H 2.572 1.225 -0.707
```

## Properties
Highest occupied orbital energy ... -7.1547 eV
LUMO energy ... 0.81 eV
Spin multiplicity ... 1
Relative energy (zero: lowest compared OMol25 entry of this formula, charge and spin) ... 4.672 eV

***

(6)
The following is a DFT calculation (the ωB97M-V functional and the def2-TZVPD basis) of the molecule C5H7N.

```
13
Properties=species:S:1:pos:R:3
C 0.495 -1.143 0.113
C 1.142 -0.050 -0.711
C 0.575 1.139 -0.492
C -0.587 1.016 0.441
N -1.700 0.179 -0.021
C -0.665 -0.429 0.801
H 1.195 -1.553 0.852
H 0.162 -1.988 -0.503
H 1.948 -0.245 -1.413
H 0.868 2.077 -0.953
H -0.859 1.826 1.112
H -1.575 -0.057 -1.004
H -0.998 -0.771 1.777
```

## Properties
Highest occupied orbital energy ... -8.9960 eV
LUMO energy ... 1.17 eV
Spin multiplicity ... 1
Relative energy (zero: lowest compared OMol25 entry of this formula, charge and spin) ... 1.534 eV
SMILES ... C1=C[C@H]2N[C@H]2C1

***

(7)
The following is a DFT calculation (the ωB97M-V functional and the def2-TZVPD basis) of C39H38N7O11W as an isolated structure at a distorted geometry.

```
96
Properties=species:S:1:pos:R:3
W 0.776 0.051 0.138
C -5.276 3.356 2.241
O -4.385 2.237 2.344
C -4.336 1.588 3.531
C -5.020 1.950 4.683
C -4.876 1.187 5.836
C -4.059 0.066 5.876
C -3.374 -0.305 4.732
C -3.516 0.453 3.581
N -2.823 0.065 2.377
C -1.641 0.546 2.067
N -0.994 1.383 2.852
C 0.284 1.895 2.616
C 1.170 1.480 1.583
C 2.455 2.104 1.589
C 2.798 3.059 2.513
C 1.909 3.445 3.509
C 0.652 2.866 3.565
O -0.288 3.139 4.484
C 0.018 4.085 5.529
N -1.005 0.214 0.912
C -1.524 -0.633 -0.103
C -1.514 -2.055 0.115
C -2.030 -2.904 -0.814
C -2.625 -2.364 -1.975
C -2.745 -1.005 -2.168
C -2.250 -0.103 -1.230
O -2.430 1.177 -1.511
C -2.523 2.221 -0.518
H -5.207 3.704 1.215
H -4.974 4.159 2.914
H -6.302 3.052 2.445
H -5.673 2.810 4.699
H -5.423 1.480 6.723
H -3.970 -0.514 6.783
H -2.736 -1.181 4.711
H -3.279 -0.539 1.705
H -1.445 1.686 3.714
H 3.181 1.853 0.838
H 3.778 3.514 2.467
H 2.198 4.191 4.237
H 0.863 3.733 6.120
H -0.871 4.128 6.148
H 0.220 5.066 5.102
H -1.061 -2.413 1.032
H -1.998 -3.975 -0.669
H -3.017 -3.031 -2.732
H -3.230 -0.611 -3.051
H -2.985 3.052 -1.041
H -1.537 2.519 -0.163
H -3.163 1.911 0.308
O 4.080 -0.628 -1.811
C 3.528 -0.691 -0.775
O 2.579 0.302 -0.401
C 3.676 -1.647 0.359
C 4.902 -2.055 0.867
C 4.906 -2.743 2.067
C 3.766 -2.981 2.812
C 2.555 -2.560 2.292
C 2.514 -1.977 1.037
O 1.326 -1.695 0.387
N 1.335 -2.635 3.107
O 0.463 -1.794 2.863
O 1.252 -3.488 3.940
N 6.214 -3.192 2.623
O 6.176 -3.745 3.694
O 7.190 -2.916 1.970
H 5.837 -1.835 0.368
H 3.834 -3.467 3.778
C 3.234 -1.771 -6.601
C 2.093 -0.779 -6.449
N 0.825 -1.413 -6.064
C 0.289 -2.465 -6.954
C 0.577 -3.880 -6.478
C 0.146 -1.164 -4.949
O -0.827 -1.804 -4.550
C 0.506 0.024 -4.068
C 0.762 1.330 -4.476
C 0.881 2.344 -3.527
C 0.764 2.042 -2.192
N 0.464 0.782 -1.801
C 0.319 -0.189 -2.720
H 4.149 -1.231 -6.842
H 3.053 -2.481 -7.406
H 3.397 -2.328 -5.677
H 1.932 -0.240 -7.386
H 2.365 -0.048 -5.690
H 0.722 -2.284 -7.937
H -0.786 -2.302 -7.031
H 1.646 -4.070 -6.399
H 0.164 -4.592 -7.191
H 0.111 -4.064 -5.511
H 0.860 1.569 -5.527
H 1.081 3.364 -3.826
H 0.902 2.781 -1.413
H 0.043 -1.179 -2.372
```

## Properties
Highest occupied orbital energy ... -15.7965 eV
LUMO energy ... -10.80 eV
Net charge ... +3
Spin multiplicity ... 1
Relative energy (zero: lowest compared OMol25 entry of this formula, charge and spin) ... 0.000 eV

***

(8)
The following is a DFT calculation (the ωB97M-V functional and the def2-TZVPD basis) of C11H20O2 as an isolated structure at a distorted geometry.

```
33
Properties=species:S:1:pos:R:3
C -0.303 4.623 -2.767
C 0.546 3.553 -2.611
C 0.328 2.039 -2.563
H -0.839 1.994 -2.741
C 0.518 1.565 -1.370
C 0.390 0.216 -1.191
C 0.836 -0.270 0.216
C 0.530 -2.024 0.116
C 0.967 -2.623 1.440
C 0.148 -2.118 2.801
C -1.093 -2.448 2.687
C -2.039 -1.540 1.701
O -3.161 -1.906 1.030
O -1.767 -0.253 2.103
H -2.470 0.261 1.401
H -1.682 -2.188 3.800
H -1.596 -3.402 2.498
H 0.615 -2.484 3.704
H 0.384 -1.174 2.893
H 2.117 -2.339 1.773
H 0.803 -3.697 1.376
H -0.363 -1.961 0.099
H 1.184 -2.491 -0.563
H 0.505 0.199 1.019
H 2.041 -0.536 0.044
H -0.625 -0.128 -1.295
H 0.784 -0.349 -1.988
H 0.361 2.030 -0.505
H 1.828 1.913 -1.137
H 0.784 1.716 -3.363
H 1.715 3.849 -2.658
H -0.117 5.616 -3.019
H -1.332 4.358 -2.931
```

## Properties
Highest occupied orbital energy ... -9.6004 eV
LUMO energy ... 0.44 eV
Spin multiplicity ... 1
Relative energy (zero: lowest compared OMol25 entry of this formula, charge and spin) ... 11.327 eV

***

(9)
The following is a DFT calculation (the ωB97M-V functional and the def2-TZVPD basis) of a 2-piece molecular cluster, C2H6O3Si overall at a distorted geometry.

```
12
Properties=species:S:1:pos:R:3
C 2.070 -1.068 -0.133
C 1.165 -1.237 0.747
O 0.390 2.558 0.487
O 2.777 -0.943 -1.063
O -2.064 -0.011 -0.973
Si -0.899 -0.848 0.015
H -0.445 2.128 0.278
H -2.187 -0.198 -1.898
H 0.418 3.383 -0.005
H -1.093 -2.212 -0.466
H -1.363 -0.175 1.213
H 1.231 -1.375 1.799
```

## Properties
Highest occupied orbital energy ... -8.9872 eV
LUMO energy ... -0.45 eV
Spin multiplicity ... 1
Relative energy (zero: lowest compared OMol25 entry of this formula, charge and spin) ... 2.203 eV
SMILES ... O=C=C[SiH2]O.O

***

(10)
The following is a DFT calculation (the ωB97M-V functional and the def2-TZVPD basis) of a 2-piece molecular cluster, C6H6NO5 overall at a distorted geometry.

```
18
Properties=species:S:1:pos:R:3
C -0.049 -1.525 0.241
C 1.306 0.629 -0.303
C 2.660 2.662 -1.421
C -1.374 -1.773 0.973
C -2.218 -0.545 0.760
C 0.465 -0.208 0.408
N -1.775 0.634 1.534
O 2.003 0.005 -1.264
O 3.710 2.183 -1.320
O 0.465 -2.338 -0.585
O 1.488 1.820 -0.067
O 1.796 3.221 -1.980
H -1.878 -2.662 0.660
H -1.269 -1.757 2.041
H -1.990 -0.217 -0.323
H -3.293 -0.739 0.971
H -1.857 1.545 1.104
H 1.810 -0.936 -1.428
```

## Properties
Highest occupied orbital energy (alpha / beta) ... -4.5668 / -4.5571 eV
LUMO energy (alpha / beta) ... 2.76 / 2.76 eV
Net charge ... -1
Spin multiplicity ... 1
Relative energy (zero: lowest compared OMol25 entry of this formula, charge and spin) ... 2.484 eV

***

(11)
The following is a DFT calculation (the ωB97M-V functional and the def2-TZVPD basis) of a 6-piece molecular cluster, C36H52 overall at a distorted geometry.

```
88
Properties=species:S:1:pos:R:3
C 5.509 3.436 -0.738
C 5.534 4.850 -0.948
C 6.731 5.532 -0.979
C 7.938 4.895 -0.700
C 7.916 3.538 -0.508
C 6.718 2.814 -0.473
H 4.626 2.816 -0.771
H 4.635 5.404 -1.174
H 6.774 6.603 -1.110
H 8.837 5.490 -0.629
H 8.804 2.942 -0.357
H 6.731 1.737 -0.384
C -0.547 -0.186 0.284
C 0.663 -0.831 0.469
C 0.970 -1.925 -0.391
C 0.105 -2.284 -1.443
C -1.008 -1.523 -1.623
C -1.351 -0.518 -0.787
H -0.857 0.487 1.069
H 1.286 -0.702 1.342
H 1.897 -2.472 -0.303
H 0.362 -3.153 -2.031
H -1.837 -1.781 -2.266
H -2.346 -0.118 -0.918
C 8.779 -3.464 2.786
C 9.901 -2.678 3.004
C 9.879 -1.421 3.639
C 8.675 -0.915 4.000
C 7.516 -1.716 3.962
C 7.576 -2.916 3.258
H 8.807 -4.447 2.340
H 10.880 -3.063 2.761
H 10.802 -0.862 3.643
H 8.555 0.086 4.385
H 6.622 -1.397 4.476
H 6.676 -3.512 3.296
C 7.719 -8.006 -3.726
C 6.709 -8.908 -3.663
C 5.578 -8.565 -2.924
C 5.510 -7.327 -2.263
C 6.498 -6.355 -2.346
C 7.598 -6.718 -3.102
H 8.578 -8.199 -4.351
H 6.840 -9.880 -4.115
H 4.754 -9.235 -2.730
H 4.604 -7.178 -1.695
H 6.398 -5.450 -1.764
H 8.299 -5.919 -3.293
C -3.044 6.781 -0.125
C -4.032 5.814 -0.694
C -5.234 6.454 -1.349
C -6.363 5.471 -1.535
C -7.622 6.062 -2.206
C -8.735 4.959 -2.409
H -2.197 6.186 0.218
H -3.394 7.244 0.797
H -2.717 7.578 -0.792
H -3.526 5.165 -1.409
H -4.363 5.167 0.118
H -4.948 6.848 -2.324
H -5.540 7.328 -0.775
H -6.048 4.580 -2.078
H -6.725 5.056 -0.595
H -8.129 6.829 -1.620
H -7.417 6.455 -3.202
H -8.430 4.202 -3.132
H -8.939 4.523 -1.431
H -9.639 5.361 -2.867
C -7.803 -0.495 4.432
C -7.452 0.046 3.080
C -7.844 -0.871 1.885
C -6.923 -2.113 1.575
C -7.153 -2.789 0.196
C -6.289 -4.003 -0.167
H -7.873 0.181 5.283
H -7.101 -1.287 4.692
H -8.824 -0.875 4.461
H -7.976 0.989 2.924
H -6.418 0.368 2.960
H -7.740 -0.268 0.983
H -8.877 -1.204 1.982
H -5.873 -1.821 1.606
H -7.066 -2.876 2.340
H -8.184 -3.092 0.016
H -6.986 -2.054 -0.591
H -5.222 -3.812 -0.057
H -6.501 -4.654 0.681
H -6.699 -4.441 -1.077
```

## Properties
Highest occupied orbital energy ... -9.1994 eV
LUMO energy ... 0.45 eV
Spin multiplicity ... 1
SMILES ... c1ccccc1.c1ccccc1.c1ccccc1.c1ccccc1.CCCCCC.CCCCCC

***

(12)
The following is a DFT calculation (the ωB97M-V functional and the def2-TZVPD basis) of C2H6NO3 as an isolated structure at a distorted geometry.

```
12
Properties=species:S:1:pos:R:3
O -0.836 -0.231 -1.895
C 0.102 0.151 -1.150
N -0.170 0.430 0.119
C 1.126 1.339 1.209
O 1.780 2.066 0.511
H 1.082 0.317 -1.634
H -1.071 0.250 0.464
H 1.460 0.328 1.486
H 0.477 1.820 2.069
H -1.507 -1.544 -0.953
H -0.835 -2.662 -0.065
O -1.608 -2.264 -0.161
```

## Properties
Highest occupied orbital energy ... -4.0494 eV
LUMO energy ... 4.27 eV
Net charge ... -1
Spin multiplicity ... 1
Relative energy (zero: lowest compared OMol25 entry of this formula, charge and spin) ... 2.686 eV